Record 1
This record from the OMol25 dataset describes C3H5FN2S in the gas phase. The level of theory is wB97M-V/def2-TZVPD.

Geometry as XYZ:
```
12
C3H5FN2S (wB97M-V/def2-TZVPD)
S 2.56125 0.01512 -0.05876
F -2.42870 -0.80954 -0.44885
N 0.08665 -1.23270 0.37718
N 0.01041 0.88836 -0.36262
C -2.22987 0.31934 0.21024
C 0.93180 -0.09062 0.06893
C -1.28044 1.19926 0.24085
H -0.93864 -1.34713 0.02238
H -3.17662 0.54190 0.70106
H 0.60322 1.68739 -0.40579
H -1.43812 2.04190 0.83952
H 0.62017 -2.03774 0.60069
```

Values from the calculation:
- multiplicity = 1
- E_tot (eV) = -19723.332
- energy above the lowest of the compared OMol25 structures with the same formula, charge and spin (kJ/mol) = 124.8
- charge = 0
- Kohn-Sham gap (Ha) = 0.3451
- structure (SMILES) = NC(=S)N/C=C\F


Record 2
This record from the OMol25 dataset describes C3H5FO in the gas phase. The level of theory is wB97M-V/def2-TZVPD.

Geometry as XYZ:
```
10
C3H5FO (wB97M-V/def2-TZVPD)
F 1.53914 0.90381 -0.03080
O 1.29162 -1.35401 -0.02235
C 0.60856 -0.02326 0.02987
C -0.56969 0.28336 0.91295
C -0.65993 0.16113 -0.55100
H -1.04237 1.02692 -1.17748
H 1.76280 -1.31327 -0.82659
H -0.60159 1.35514 1.06995
H -1.04719 -0.38474 1.62950
H -1.28134 -0.65507 -1.03406
```

Values from the calculation:
- multiplicity = 1
- E_tot (eV) = -7955.062
- energy above the lowest of the compared OMol25 structures with the same formula, charge and spin (kJ/mol) = 139.6
- charge = 0
- Kohn-Sham gap (Ha) = 0.4254
- structure (SMILES) = OC1(F)CC1


Record 3
This record from the OMol25 dataset describes C3H5FO in the gas phase. The level of theory is wB97M-V/def2-TZVPD.

Geometry as XYZ:
```
10
C3H5FO (wB97M-V/def2-TZVPD)
F -0.95856 -1.65260 1.07686
O 0.43036 1.73492 -1.30900
C 0.96725 0.89630 -0.52210
C 0.46843 -0.37759 -0.15297
C -0.75612 -0.28259 0.63357
H 0.17050 -1.07394 -0.83908
H 1.91875 1.20235 -0.16616
H -0.66537 0.16070 1.59652
H -1.47930 0.10768 0.01158
H 1.16223 -0.81954 0.42649
```

Values from the calculation:
- multiplicity = 1
- E_tot (eV) = -7955.270
- energy above the lowest of the compared OMol25 structures with the same formula, charge and spin (kJ/mol) = 119.6
- charge = 0
- Kohn-Sham gap (Ha) = 0.3979
- structure (SMILES) = O=CCCF


Record 4
This record from the OMol25 dataset describes C3H5FO2S in the gas phase. The level of theory is wB97M-V/def2-TZVPD.

Geometry as XYZ:
```
12
C3H5FO2S (wB97M-V/def2-TZVPD)
S -1.75354 0.63067 -0.11159
F 1.40573 -1.05658 1.31065
O -1.45626 1.32426 -1.31250
O -2.99481 0.91344 0.59551
C 0.78414 -0.06919 0.48842
C 1.00764 -0.55956 -0.89749
C -0.58326 0.31691 1.01375
H 1.31122 0.87999 0.76294
H 0.41670 -1.55283 -1.09523
H 0.78228 0.35344 -1.58916
H -0.97844 -0.32251 1.70917
H 2.05860 -0.85803 -0.87448
```

Values from the calculation:
- multiplicity = 3
- E_tot (eV) = -20834.667
- expectation value of S² = 2.008
- energy above the lowest of the compared OMol25 structures with the same formula, charge and spin (kJ/mol) = 0.0
- charge = 0
- Kohn-Sham gap (spin up / spin down) (Ha) = 0.3357 / 0.3208


Record 5
This record from the OMol25 dataset describes C3H5FS in the gas phase. The level of theory is wB97M-V/def2-TZVPD.

Geometry as XYZ:
```
10
C3H5FS (wB97M-V/def2-TZVPD)
S 2.08607 -0.24939 -0.49253
F -1.61140 -1.17101 -0.54694
C -0.69805 -0.29107 -0.18863
C 0.63032 -0.85464 0.35182
C -1.11748 1.01526 -0.17123
H 1.96650 1.00475 0.02989
H 0.60056 -0.72805 1.42199
H -0.47874 1.94477 0.08045
H -2.06390 1.29524 -0.59248
H 0.68612 -1.96586 0.10767
```

Values from the calculation:
- multiplicity = 1
- E_tot (eV) = -16743.493
- energy above the lowest of the compared OMol25 structures with the same formula, charge and spin (kJ/mol) = 65.6
- charge = 0
- Kohn-Sham gap (Ha) = 0.3716
- structure (SMILES) = C=C(F)CS


Record 6
This record from the OMol25 dataset describes a molecular structure, C3H5FeO2. The level of theory is wB97M-V/def2-TZVPD.

Geometry as XYZ:
```
11
C3H5FeO2 (wB97M-V/def2-TZVPD)
Fe -0.18858 -1.15401 2.01749
O 0.70222 -0.72249 0.59411
O -0.49380 0.64429 2.98773
C 0.57661 0.12917 -0.49794
C -0.32842 -0.41819 -1.59084
C -0.34668 1.75559 3.19042
H 0.17736 1.10415 -0.15778
H -1.36542 -0.08229 -1.43489
H -0.00658 -0.07362 -2.58434
H 1.57508 0.33732 -0.92894
H -0.30180 -1.51993 -1.59502
```

Values from the calculation:
- multiplicity = 6
- E_tot (eV) = -41650.008
- expectation value of S² = 8.763
- energy above the lowest of the compared OMol25 structures with the same formula, charge and spin (kJ/mol) = 0.0
- charge = +2
- Kohn-Sham gap (spin up / spin down) (Ha) = 0.3545 / 0.2662


Record 7
This record from the OMol25 dataset describes 2 unconnected molecules or ions with the total composition C3H5I. The level of theory is wB97M-V/def2-TZVPD.

Geometry as XYZ:
```
9
C3H5I (wB97M-V/def2-TZVPD)
I -2.29991 -0.13281 2.27539
C 1.18975 0.96768 0.39140
C 0.19875 0.25088 0.05318
C -0.50191 -0.69874 -0.72536
H 0.26165 -1.47119 -1.20401
H 2.14469 0.87240 0.00179
H 1.21542 1.71498 1.05536
H -1.26810 -1.23158 -0.18035
H -0.94034 -0.27163 -1.66740
```

Values from the calculation:
- multiplicity = 1
- E_tot (eV) = -11288.953
- energy above the lowest of the compared OMol25 structures with the same formula, charge and spin (kJ/mol) = 296.7
- charge = 0
- Kohn-Sham gap (spin up / spin down) (Ha) = 0.3122 / 0.2072


Record 8
This record from the OMol25 dataset describes C3H5I in the gas phase. The level of theory is wB97M-V/def2-TZVPD.

Geometry as XYZ:
```
9
C3H5I (wB97M-V/def2-TZVPD)
I -2.79661 -0.16531 0.03097
C 0.41235 0.82594 0.22342
C -0.35303 -0.11890 -0.60191
C 0.63158 -0.62592 0.38909
H -0.46728 -0.34506 -1.58070
H 0.21550 -1.26116 1.13277
H 0.97019 1.53560 -0.40055
H 1.42401 -1.14464 -0.16782
H -0.03672 1.29945 0.97472
```

Values from the calculation:
- multiplicity = 1
- E_tot (eV) = -11290.301
- energy above the lowest of the compared OMol25 structures with the same formula, charge and spin (kJ/mol) = 166.7
- charge = 0
- Kohn-Sham gap (Ha) = 0.3207
- structure (SMILES) = IC1CC1